Entry from OMol25: a structure of composition C26H48Cl3CuN4O4Si in a non-equilibrium geometry (the ωB97M-V functional and the def2-TZVPD basis).

E_tot = -4850.27891 Eh
⟨S²⟩ = 0.7524
2S+1 = 2
gap between HOMO and LUMO (spin up / spin down) = 7.358 / 7.170 eV
total charge = -1
energy above the lowest of the compared OMol25 structures with the same formula, charge and spin = 0.00 kcal per mole
E_HOMO (spin up / spin down) = -5.0 / -4.9 eV

Structure (XYZ):
```
87
Properties=species:S:1:pos:R:3:forces:R:3
Cu -0.0998 -0.2339 -0.2483 0.36 0.44 0.21
Cl 0.9531 -1.7063 -1.5781 0.18 -0.29 -0.27
Cl -2.0762 -1.2254 0.3549 -1.22 -0.29 0.08
Cl -0.3891 1.2911 -1.8921 -0.56 0.12 -0.51
Si 4.6602 -4.7457 0.2288 -0.44 -0.25 -0.56
O -0.5812 1.4705 1.2055 -1.03 1.44 0.48
O 0.7757 -1.1225 1.5169 -0.42 -1.72 0.25
O 2.1550 0.8710 0.1652 0.92 0.70 -0.82
O 5.1909 -5.6379 -1.0861 0.35 -0.28 -0.16
N 0.8272 -3.1389 2.5933 0.51 -0.38 0.78
N -0.7517 3.2065 2.6605 0.18 -0.08 -0.15
N -2.5551 2.7010 1.2732 0.57 -0.03 0.52
N 3.0889 1.2205 -1.9243 0.16 -0.22 0.21
C 6.1739 -3.9833 1.0071 0.28 0.03 0.05
C 4.7113 -6.8188 -1.7289 0.10 0.66 0.40
C -3.1702 2.0092 0.1753 -0.28 -0.32 -0.42
C 1.9378 -2.7718 3.4588 -0.06 -0.15 -0.04
C 0.5968 2.9325 3.0875 0.30 0.02 0.21
C 6.5207 -8.1460 -0.4830 -0.19 -0.16 0.01
C 3.8421 -5.9460 1.4148 -0.03 -0.17 0.26
C 6.2078 -10.5227 -0.1488 0.20 -0.09 0.08
C 2.2712 1.5073 -0.8838 -0.55 0.08 0.40
C 6.4758 -7.2392 -5.1803 0.50 0.05 -0.25
C 3.9931 -5.9368 -4.0170 -0.14 -0.01 -0.19
C -3.3972 3.4771 2.1631 0.41 0.05 0.08
C 5.2730 -8.0904 -1.1036 -0.49 0.05 -0.21
C 0.2184 -4.4473 2.8212 0.13 0.38 -0.36
C -2.6505 4.7526 2.4974 -0.20 0.40 -0.11
C 4.4835 -9.2446 -1.2353 0.56 0.25 0.08
C -1.3814 4.3760 3.2338 -0.14 0.08 0.17
C 4.9614 -10.4669 -0.7770 -0.13 0.08 -0.05
C 5.0062 -6.7001 -3.2203 0.59 -0.30 0.29
C 3.4816 -3.4670 -0.4244 0.07 0.00 0.18
C 6.1275 -7.2256 -3.7232 -0.54 0.09 -0.04
C 2.8236 1.7642 -3.2407 0.14 0.16 0.20
C 0.3683 -2.2955 1.6688 0.02 1.24 -0.81
C -1.2675 2.4025 1.6677 0.13 -1.11 -0.68
C 6.9853 -9.3702 0.0075 -0.30 0.00 -0.16
C 4.0580 0.1461 -1.8510 -0.13 -0.06 -0.13
H -3.5712 2.9361 3.1133 -0.23 0.01 -0.31
H 3.7299 2.2609 -3.6102 -0.11 0.01 -0.10
H 0.6250 2.7440 4.1660 0.01 -0.04 0.03
H -1.6184 4.1771 4.2928 0.09 0.03 -0.11
H 4.3515 -11.3662 -0.9210 0.34 0.30 0.18
H 3.6189 -5.0751 -3.4492 0.11 -0.14 -0.10
H 3.5138 -9.1507 -1.7297 0.25 -0.16 0.16
H 0.9328 -5.2532 2.5861 -0.24 0.18 0.09
H -2.3971 5.2946 1.5767 -0.12 -0.20 0.08
H 1.6959 -3.0768 4.4829 0.07 0.18 -0.03
H 1.6539 2.4055 -1.0973 0.37 -0.33 0.27
H 3.0586 -2.8080 0.3446 0.05 -0.06 -0.12
H 2.5443 0.9694 -3.9481 -0.07 0.15 0.25
H 7.9567 -9.4153 0.5014 -0.26 -0.08 -0.12
H 2.6236 -3.9181 -0.9376 0.13 0.05 0.10
H -2.3984 1.5077 -0.4106 -0.25 0.07 0.08
H -0.4242 -2.7200 1.0292 0.26 0.27 0.20
H 6.2423 -6.2907 -5.6788 0.03 -0.21 0.05
H 7.1194 -7.2359 -0.3938 -0.24 -0.27 -0.01
H 2.9031 -6.3419 1.0016 0.17 0.12 0.08
H 3.6585 -0.7811 -2.2879 0.03 0.16 0.21
H 4.3320 -0.0181 -0.8051 -0.13 -0.07 -0.20
H 3.6135 -6.8538 -1.6438 0.09 -0.09 0.13
H 0.9807 2.0660 2.5482 -0.07 0.11 0.06
H 1.2417 3.7950 2.8839 0.01 -0.02 -0.02
H -3.2684 5.4201 3.1080 0.14 -0.06 0.05
H 5.9609 -8.0443 -5.7265 0.04 0.20 0.18
H 3.9748 -2.8128 -1.1563 -0.08 -0.16 0.16
H 3.1208 -6.5630 -4.2697 0.22 0.15 0.10
H -3.6824 2.7480 -0.4613 0.08 -0.19 0.09
H 6.5807 -11.4802 0.2200 -0.09 0.27 -0.08
H 6.9773 -4.7251 1.1180 -0.17 0.14 0.02
H 4.5006 -6.8050 1.6162 -0.13 0.21 -0.04
H -0.0820 -4.5248 3.8766 0.00 -0.06 -0.27
H 2.8534 -3.3092 3.1614 -0.19 0.21 0.03
H -3.8928 1.2590 0.5241 0.15 0.08 -0.11
H 7.5523 -7.4225 -5.2956 -0.22 0.08 -0.09
H 5.9390 -3.5831 2.0047 0.04 -0.05 -0.24
H -0.6665 -4.5348 2.1746 0.30 -0.05 0.25
H 6.5596 -3.1598 0.3898 -0.10 -0.18 0.15
H 2.1033 -1.6908 3.4024 -0.05 -0.30 -0.03
H 4.4290 -5.5827 -4.9568 -0.22 0.03 0.17
H -4.3560 3.6784 1.6733 0.21 -0.13 0.07
H 4.9402 0.4541 -2.4257 0.00 -0.07 0.12
H 2.0036 2.4851 -3.1677 0.14 -0.19 -0.11
H 6.8422 -7.7041 -3.0562 -0.26 -0.07 -0.06
H 3.6147 -5.4682 2.3798 0.00 -0.11 -0.23
H -0.6875 5.2275 3.2147 0.07 -0.18 0.02
```
Forces are in eV/Å.

Mulliken atomic charge list, values in e, 4 entries: -0.10, -0.34, -0.64, -0.49

=====

Entry from OMol25: a structure of composition C26H48IrOP2 in a non-equilibrium geometry (the ωB97M-V functional and the def2-TZVPD basis).

E_tot = -1881.35558 Eh
⟨S²⟩ = 6.0271
2S+1 = 5
gap between HOMO and LUMO (spin up / spin down) = 7.616 / 4.876 eV
total charge = +1
energy above the lowest of the compared OMol25 structures with the same formula, charge and spin = 0.00 kcal per mole
E_HOMO (spin up / spin down) = -9.5 / -9.4 eV

Structure (XYZ):
```
78
Properties=species:S:1:pos:R:3:forces:R:3
Ir 0.3160 -2.1043 -0.4449 -1.08 7.18 3.08
P 1.7333 -0.1508 -0.7631 0.07 -0.46 -0.14
P -1.4715 -0.5717 0.1490 1.60 -1.68 -0.25
O -0.8900 0.5832 1.1356 -0.20 -0.01 0.07
C 0.3851 -2.8639 1.4456 -0.92 -0.51 0.81
C 3.0320 -0.3140 -2.0452 -0.10 0.59 0.00
C 2.2755 3.4605 -0.5436 0.41 -0.02 -0.11
C -2.4060 4.3265 1.2955 -0.40 0.19 0.26
C -0.9401 0.3399 2.6097 -0.40 -0.37 -0.57
C -0.0300 -2.8560 -2.2556 -1.04 -1.36 -1.06
C -0.5952 -4.8956 -0.7139 -0.79 -0.86 -0.09
C 0.3935 0.4897 3.2870 0.40 0.05 0.35
C -2.9467 -1.2399 0.9321 -0.85 0.28 0.02
C -2.7298 3.2149 -1.6107 -0.40 0.06 -0.40
C 1.1586 -3.5884 -2.8073 0.34 -0.34 -0.66
C -1.3057 3.8988 0.4092 2.76 0.49 1.73
C -1.4464 3.3993 -0.9119 1.80 -0.60 -1.50
C 0.6643 4.3512 2.0116 0.18 0.16 0.38
C -1.9491 1.3018 3.1825 -0.15 0.21 0.32
C 0.0769 3.9359 0.7164 -2.66 0.30 0.34
C 0.8011 3.5028 -0.4258 -0.82 -0.56 -1.07
C 0.5560 -5.1311 0.2735 0.37 0.06 0.41
C 0.1568 2.5633 -2.7567 0.05 -0.13 -0.55
C -0.8525 -3.4975 -1.2317 -1.02 -0.76 -1.51
C 2.6054 0.1518 0.8174 0.00 0.34 -0.07
C -0.1463 3.1499 -1.4329 -0.78 0.12 0.79
C -2.0637 -0.0671 -1.4725 -0.43 1.19 0.34
C 1.9821 -3.1105 -0.4317 2.04 -1.07 -0.81
C 2.2573 -3.8181 -1.7503 0.87 -0.15 -0.23
C 1.2760 -3.8405 0.7174 0.30 -1.91 0.54
H 0.8506 -4.5553 -3.2352 0.01 0.22 0.01
H -3.4252 2.6096 -1.0108 0.04 0.18 -0.13
H -2.8681 1.3525 2.5886 0.20 -0.05 0.09
H -1.2355 0.1560 -2.1568 -0.33 -0.03 0.34
H 1.5570 -3.0042 -3.6489 0.02 -0.17 0.21
H 0.1948 5.2797 2.3726 0.25 -0.24 0.02
H -3.7804 -0.7365 0.4153 -0.04 -0.36 0.38
H -1.9146 -3.2420 -1.3028 0.16 -0.19 0.19
H -3.3154 4.5108 0.7070 0.14 0.03 0.30
H 3.5040 0.7652 0.6626 -0.16 -0.31 0.07
H 1.9094 0.7084 1.4568 0.32 -0.18 -0.26
H 0.2147 0.3792 4.3675 0.02 0.08 -0.27
H -3.2359 4.1764 -1.7839 0.10 -0.15 0.05
H 0.8319 1.4843 3.1331 -0.08 -0.26 -0.04
H 2.7333 0.3928 -2.8347 0.26 -0.27 0.01
H -2.5830 2.7353 -2.5853 -0.16 0.09 0.21
H -0.5229 2.9654 -3.5232 0.36 -0.17 0.05
H -0.5671 -2.1920 -2.9421 0.22 -0.19 0.10
H 3.2025 -3.4127 -2.1404 -0.17 -0.30 0.09
H 2.7309 2.9268 0.3066 -0.10 0.25 -0.21
H -2.2132 1.0028 4.2055 0.06 0.07 -0.20
H -3.0179 -1.0146 2.0056 -0.01 -0.19 -0.48
H 0.8864 -2.2085 2.1584 -0.02 -0.06 -0.06
H 0.0310 1.4666 -2.7409 0.17 0.28 -0.23
H -2.6345 3.5567 2.0500 -0.08 0.37 -0.23
H 2.4406 -4.8921 -1.5910 -0.03 0.30 -0.07
H -2.7106 0.8104 -1.3368 0.01 -0.36 -0.52
H 3.0736 -1.3208 -2.4738 -0.02 0.22 0.16
H 1.7466 4.5152 1.9083 -0.30 0.05 0.20
H -1.2466 -0.7035 2.7619 -0.03 0.23 -0.07
H -0.4954 -5.5885 -1.5635 0.02 0.18 0.10
H 2.8363 -2.5607 -0.0357 0.22 -0.24 -0.13
H 1.1944 2.7775 -3.0521 -0.37 -0.06 -0.11
H 1.2938 -5.8245 -0.1520 -0.19 0.22 0.16
H 2.5917 2.9631 -1.4715 -0.03 0.17 0.27
H 1.1110 -0.2933 3.0191 -0.21 0.27 -0.01
H 2.0768 -4.0673 1.4343 0.20 -0.31 0.02
H -1.4960 2.3011 3.2301 -0.21 -0.22 -0.05
H -2.6416 -0.9229 -1.8643 0.21 0.28 0.28
H 2.8591 -0.8002 1.3143 0.03 0.35 -0.17
H -3.0129 -2.3258 0.7752 0.02 0.36 0.01
H 4.0061 -0.0049 -1.6501 -0.15 -0.14 -0.17
H -0.5571 -3.2628 1.8201 0.24 -0.08 0.22
H 2.6963 4.4829 -0.5518 -0.10 -0.36 0.05
H 0.1517 -5.6244 1.1687 0.22 0.14 -0.18
H 0.5102 3.5807 2.7889 0.11 0.34 -0.15
H -1.5228 -5.2132 -0.2169 0.20 0.07 -0.14
H -2.1350 5.2513 1.8297 -0.19 -0.28 -0.10
```
Forces are in eV/Å.

Mulliken atomic charge list, values in e, 4 entries: -0.82, 1.24, 0.85, 0.07